No. 1
ORCA calculation (ωB97M-V with the def2-TZVPD basis set) on a molecular structure, C12H26N4O7Tl.

Geometry (Å):
1 C -1.65 -1.05 -4.41
2 H -0.16 -4.93 -0.51
3 O 0.32 -0.23 1.85
4 H 1.37 5.11 0.33
5 C 1.93 -3.70 -1.73
6 H -1.75 -4.18 -0.73
7 O 0.21 -1.09 -4.05
8 C -1.08 2.70 0.87
9 C -1.97 3.25 1.91
10 H 1.55 -2.04 3.34
11 N 1.64 -1.35 -1.16
12 H 1.64 -4.69 -1.36
13 Tl 0.71 0.55 -0.31
14 H 0.66 -0.25 -3.72
15 H 1.77 -3.68 -2.82
16 C 0.41 -0.24 3.08
17 C -0.14 -2.78 -0.49
18 C 0.50 4.75 0.88
19 C 0.09 3.41 0.42
20 H -2.82 2.58 2.02
21 C -0.55 0.49 3.94
22 O 0.95 1.27 -2.67
23 H -2.03 -1.98 -4.80
24 H -1.00 -4.20 0.88
25 O 1.74 3.27 -1.25
26 H -0.33 5.45 0.73
27 H -0.66 -0.02 4.90
28 C -0.79 -4.09 -0.20
29 C 1.13 -2.64 -1.10
30 O 2.73 -1.09 -1.73
31 H 1.57 2.06 -2.33
32 H 2.47 -0.52 3.55
33 N 0.89 2.74 -0.44
34 H -2.32 4.26 1.62
35 H 0.84 -1.35 -4.73
36 H -1.44 3.34 2.88
37 H 1.34 -1.06 4.82
38 H -1.52 0.58 3.46
39 C 1.50 -1.02 3.73
40 H -1.92 -0.75 -3.45
41 H -2.18 -0.21 0.73
42 O -2.38 0.81 0.82
43 O -1.75 -1.66 0.61
44 H 0.74 4.74 1.95
45 H -1.29 -0.12 -4.83
46 H 0.28 1.73 -3.21
47 N -1.31 1.47 0.32
48 H 2.99 -3.53 -1.54
49 H -0.16 1.49 4.15
50 N -0.75 -1.59 -0.19

Summary:
Max |F| ... 3.95 eV/A
E_LUMO (alpha / beta) ... -0.18769 / -0.18810 Ha
Net charge ... +1
Gap between HOMO and LUMO (alpha / beta) ... 3.96 / 3.84 eV

=====

No. 2
ORCA calculation (ωB97M-V with the def2-TZVPD basis set) on a molecular structure, C12H26NO9Sr.

Geometry (Å):
1 H -1.70 7.54 6.34
2 C 1.47 7.94 4.61
3 H -0.31 9.39 1.42
4 H 2.33 8.22 3.99
5 O 2.28 7.35 1.34
6 C -0.20 12.66 3.47
7 H 1.09 9.38 2.40
8 H 2.51 6.02 -0.24
9 C 0.72 13.84 3.69
10 H 1.11 8.33 -0.05
11 C 1.02 7.80 0.91
12 O 0.94 9.09 5.24
13 H -5.62 10.36 2.10
14 O -1.43 12.80 3.56
15 H 0.17 14.67 4.14
16 H 1.84 7.24 5.37
17 O -3.83 10.95 4.66
18 C 3.05 6.82 0.27
19 N -0.42 8.05 2.99
20 H 0.88 6.39 3.28
21 H 2.32 10.63 5.12
22 H 0.35 6.93 0.74
23 H 3.32 7.61 -0.44
24 Sr -1.34 10.22 4.58
25 H -1.19 7.54 2.58
26 H 2.75 9.32 6.26
27 H 1.18 14.15 2.75
28 H -6.18 9.48 3.52
29 H 1.50 13.56 4.40
30 C 0.36 8.71 1.95
31 H -2.69 7.59 5.17
32 C -5.60 10.34 3.20
33 C 0.40 7.20 3.84
34 H 3.97 6.43 0.71
35 C 1.92 9.91 5.83
36 O 0.33 11.51 3.27
37 H -0.25 6.70 4.56
38 C -0.46 13.22 8.24
39 O -2.12 8.14 5.72
40 O -2.50 12.97 7.06
41 C -4.15 10.27 3.68
42 H -0.31 12.62 9.14
43 H -6.07 11.25 3.56
44 H 1.47 10.46 6.66
45 O -0.85 11.47 6.71
46 C -1.38 12.51 7.24
47 H 0.55 13.33 7.82
48 O -3.35 9.55 2.99
49 H -0.80 14.20 8.56

Summary:
ΔE to the lowest compared entry with this formula, charge and spin ... 5.38 kcal/mol
Max |F| ... 1.74 eV/A
E_LUMO ... 0.07828 Ha
Net charge ... -1
Gap between HOMO and LUMO ... 6.85 eV

=====

No. 3
ORCA calculation (ωB97M-V with the def2-TZVPD basis set) on 5 unconnected molecules or ions with the total composition C12H26O13S2.

Geometry (Å):
1 O -0.96 -1.56 -1.99
2 H -2.09 0.27 1.34
3 H 3.40 5.21 0.97
4 O 3.27 -3.30 -4.70
5 H -1.24 4.41 0.49
6 C 0.61 3.43 0.62
7 C -1.38 -0.41 4.54
8 S 1.97 -2.55 -5.59
9 O -1.21 -1.16 0.22
10 O 3.15 2.61 1.56
11 H -1.47 2.78 1.17
12 C -0.63 1.39 5.63
13 H 2.49 5.94 2.36
14 C -3.50 -0.86 0.09
15 C -1.58 -1.05 -1.06
16 C -0.92 3.37 0.44
17 H -7.05 -0.05 0.34
18 H 0.97 2.45 0.31
19 H 1.07 4.11 -0.10
20 O 0.91 3.79 1.99
21 S 2.45 3.60 2.47
22 O 2.46 3.49 3.93
23 C 3.18 5.16 2.04
24 H 2.60 -6.68 -4.85
25 H 0.15 -1.31 -4.38
26 O -0.12 0.01 3.92
27 H -1.18 2.93 -0.52
28 H 3.94 -5.85 -5.80
29 C 0.92 -2.05 -4.15
30 C 3.10 -4.67 -4.29
31 C -2.30 -0.75 1.03
32 H -2.53 -1.34 1.92
33 C 2.94 -5.77 -5.36
34 H 1.72 -1.63 -3.55
35 H 2.16 -5.54 -6.08
36 O -2.88 -0.73 -1.17
37 O -7.99 -0.19 0.50
38 O 1.19 -3.55 -6.41
39 H 0.35 -2.92 -3.84
40 H 0.28 2.00 3.82
41 O -2.07 -1.36 4.22
42 H -3.95 -1.81 0.39
43 H -4.14 0.01 0.24
44 H -8.05 -0.36 1.44
45 H 4.12 5.17 2.60
46 H -1.08 2.31 5.28
47 O 2.51 -1.35 -6.25
48 H 1.44 1.10 4.89
49 H -0.20 1.52 6.62
50 O -1.54 0.35 5.61
51 H 2.28 -4.88 -3.61
52 C 0.41 1.19 4.53
53 H 4.04 -4.93 -3.79

Summary:
Max |F| ... 4.97 eV/A
E_LUMO ... 0.00085 Ha
Net charge ... 0
SMILES ... CCOS(C)(=O)=O.CCOS(C)(=O)=O.O=C1OCCO1.O=C1OCCO1.O
Gap between HOMO and LUMO ... 10.57 eV

=====

No. 4
ORCA calculation (ωB97M-V with the def2-TZVPD basis set) on 2 unconnected molecules or ions with the total composition C12H26O2P.

Geometry (Å):
1 H -2.74 6.31 -0.81
2 C -1.22 2.59 -2.53
3 H -3.06 2.28 -1.12
4 H -0.53 -1.62 1.02
5 C -0.70 -2.60 0.41
6 C -0.71 0.20 -1.53
7 H 2.27 -4.52 0.70
8 O 1.73 -4.99 2.61
9 H 2.59 -2.52 2.14
10 H -1.15 3.18 -3.54
11 H 2.14 -5.08 3.48
12 C -1.33 1.00 -2.82
13 C -1.23 -1.33 -1.51
14 H 4.58 -5.49 0.91
15 C 3.79 -5.73 1.63
16 C 2.74 -4.63 1.68
17 C -2.47 5.80 0.18
18 H -1.41 -1.64 -2.62
19 O -0.28 -2.29 -0.97
20 H -0.18 2.76 -2.02
21 P -1.62 4.11 -0.17
22 H -3.43 5.54 0.79
23 C -0.51 7.23 1.84
24 H -3.13 3.87 -2.18
25 C -2.45 3.15 -1.59
26 H -0.62 0.77 -3.71
27 C -1.44 6.72 1.04
28 H -0.98 0.80 -0.57
29 H 3.33 -6.68 1.34
30 H 4.25 -5.88 2.61
31 H 3.80 -3.37 3.09
32 H 4.13 -2.99 1.39
33 H 0.44 0.24 -1.62
34 H -1.82 -2.91 0.44
35 H -0.09 -3.47 0.88
36 C 3.36 -3.30 2.09
37 H -1.64 3.40 1.09
38 H -2.26 -1.34 -0.99
39 H -0.24 4.39 -0.49
40 H 0.48 7.38 2.43
41 H -2.43 0.66 -3.03

Summary:
Max |F| ... 7.47 eV/A
E_LUMO ... -0.12840 Ha
Net charge ... +1
Gap between HOMO and LUMO ... 8.27 eV